# 1
Below is a molecular structure, C13H33IO2SiTa, with properties calculated with ωB97M-V/def2-TZVPD.

LUMO energy   2.120 eV
Frontier orbital gap   6.662 eV
Charge   -1

```
51
Properties=species:S:1:pos:R:3:forces:R:3:nbo_charge:R:1
C 2.0997 -3.3477 4.1466 0.4 -0.7 0.5 -1.105
Si 1.5859 -1.5764 3.4690 0.2 -0.3 1.6 0.882
C 2.0810 -0.3420 4.9145 0.2 -0.2 0.9 -1.105
C -0.3165 -1.5747 3.1536 -2.2 -0.5 0.4 -1.125
Ta 3.0556 -1.1619 1.3618 -0.4 -0.4 -2.2 1.753
I 2.3924 -3.7693 0.2216 0.2 0.6 0.4 -0.452
C 1.3112 -0.3056 0.1031 -0.8 0.4 -1.8 -1.040
C 1.8713 0.8632 -0.9419 -0.6 0.4 0.3 -0.425
C 2.7809 0.2358 -2.1659 0.1 0.2 1.0 -0.515
C 4.3157 0.8653 -2.2228 5.4 -1.8 -3.9 0.805
O 5.1989 0.4067 -3.1513 -5.5 2.9 5.5 -0.648
O 4.8336 1.8827 -1.2922 -1.5 -1.9 -2.1 -0.720
H 2.9457 -3.1841 4.9708 -1.8 -0.5 -1.7 0.227
H 2.5355 -4.0142 3.2784 -0.9 1.2 1.9 0.252
H 1.1607 -3.8558 4.6272 1.8 0.7 -0.7 0.212
H 1.3052 0.5355 4.9619 1.8 -1.4 0.1 0.225
H 2.1230 -0.9484 5.9337 -0.3 1.4 -1.9 0.213
H 3.1844 -0.0057 4.6935 -2.3 -0.3 0.5 0.246
H -0.6586 -2.2973 2.2739 0.9 1.6 1.7 0.247
H -0.8580 -1.9933 4.1294 1.0 0.8 -1.9 0.214
H -0.7767 -0.5100 2.9663 1.0 -2.0 0.2 0.230
H 4.5014 -1.8841 2.3199 -0.3 0.2 0.1 -0.432
H 4.2232 -0.8665 -0.0376 0.5 0.4 0.2 -0.490
H 3.3934 0.5462 1.9963 -0.2 -0.7 -0.3 -0.342
H 0.4127 0.1339 0.7102 1.6 -0.7 -1.1 0.228
H 0.8803 -1.1739 -0.5845 0.6 1.7 1.4 0.226
H 2.4445 1.6388 -0.2677 -0.9 -1.5 -1.7 0.233
H 0.9708 1.4454 -1.4481 1.7 -1.1 1.1 0.184
H 2.8542 -0.9313 -1.9670 0.4 2.5 -0.5 0.278
H 2.2488 0.3434 -3.2266 1.5 0.1 2.3 0.242
H 5.7593 2.1780 -1.5390 -1.6 -1.2 -0.2 0.501
C -2.7882 1.3131 0.2684 -0.1 0.0 0.2 -0.611
C -3.0891 0.2611 -0.7878 0.2 -0.1 -0.1 -0.399
C -2.4597 0.5714 -2.1482 0.0 -0.1 -0.1 -0.400
C -2.9465 1.8608 -2.8194 0.0 0.1 0.1 -0.397
C -4.4558 1.9476 -3.0576 0.1 0.1 0.0 -0.397
C -4.9804 0.8718 -3.9956 -0.2 0.0 0.0 -0.609
H -3.2066 2.2868 -0.0004 0.1 0.0 0.0 0.192
H -3.2266 1.0181 1.2276 0.1 0.1 -0.1 0.208
H -1.7094 1.4261 0.4105 -0.1 0.0 0.0 0.214
H -4.1728 0.1368 -0.8860 0.0 0.0 0.0 0.185
H -2.6999 -0.7030 -0.4385 -0.1 0.1 -0.1 0.213
H -2.6380 -0.2779 -2.8191 0.0 0.1 0.0 0.197
H -1.3708 0.6350 -2.0290 -0.1 0.0 0.0 0.214
H -2.4294 1.9650 -3.7818 -0.1 0.0 0.1 0.198
H -2.6367 2.7231 -2.2183 0.0 -0.1 0.0 0.200
H -4.6827 2.9283 -3.4922 0.0 0.0 0.1 0.195
H -4.9977 1.9011 -2.1065 0.1 0.0 0.0 0.194
H -4.4818 0.9258 -4.9686 0.0 -0.1 0.1 0.199
H -6.0549 1.0067 -4.1596 0.1 -0.1 0.0 0.202
H -4.8328 -0.1308 -3.5853 0.0 0.1 -0.1 0.204
```
Positions in Å, forces in eV/Å.



# 2
Below is a molecular structure, C13H23BN6PtSi, with properties calculated with ωB97M-V/def2-TZVPD.

LUMO energy (spin up / spin down)   -16.649 / -18.121 eV
Frontier orbital gap (spin up / spin down)   5.825 / 4.051 eV
<S²>   6.06
2S+1   5
Charge   +4

```
45
Properties=species:S:1:pos:R:3:forces:R:3:nbo_charge:R:1
C 0.4221 2.8722 -0.0747 -0.1 -2.4 0.3 0.071
N 0.4552 1.6229 -0.6034 -0.5 3.8 2.6 -0.263
N 0.6346 1.7496 -1.9635 -0.1 2.7 -1.5 -0.261
C 0.5851 3.0649 -2.3075 0.2 -3.5 -1.7 0.177
C 0.4299 3.8010 -1.1240 -0.1 1.6 0.3 0.046
B 0.8455 0.4437 -2.7652 -0.9 -1.0 -0.3 0.495
N 1.8568 -0.4231 -1.9525 2.1 -1.3 -1.9 -0.258
N 1.7077 -0.7459 -0.6172 3.8 -2.3 1.6 -0.296
C 2.7770 -1.5279 -0.2770 -2.5 1.3 0.5 0.072
C 3.5069 -1.7964 -1.4445 1.6 -1.4 0.1 0.040
C 2.8743 -1.1338 -2.4817 -3.1 2.7 -1.2 0.152
Pt -0.1350 -0.1568 0.2688 1.5 -1.0 -1.0 1.155
N -0.4529 -0.3857 -2.6645 0.0 0.5 0.1 -0.344
N -0.9400 -0.8452 -1.4577 -1.4 -1.1 -1.4 -0.425
C -2.0579 -1.5879 -1.7306 0.1 0.6 -1.0 0.041
C -2.2656 -1.5690 -3.1110 -0.3 -0.3 0.0 -0.253
C -1.2265 -0.8425 -3.6650 0.2 0.3 0.5 0.106
H -2.6912 -2.0989 -1.0106 0.4 0.3 0.2 0.282
H -0.9544 -0.5902 -4.6828 -0.2 -0.2 0.0 0.285
H -3.0817 -1.9979 -3.6782 0.1 -0.2 0.2 0.312
H 1.2214 0.6045 -3.8853 -0.1 0.1 0.3 0.071
H 2.9918 -1.1143 -3.5647 0.5 0.0 0.3 0.312
H 0.6252 3.3971 -3.3628 0.2 -0.2 0.7 0.328
H 4.3728 -2.4248 -1.5895 0.2 -0.1 0.3 0.315
H 0.2749 4.8718 -1.0627 0.1 0.1 0.1 0.320
H 3.0158 -1.9205 0.7098 -0.4 0.3 -0.1 0.302
H 0.3585 3.1109 0.9828 0.0 -0.3 -0.1 0.295
H -0.0745 -2.2085 1.0497 -0.7 0.1 -0.7 0.110
C 0.4190 -2.7205 1.8931 0.9 -0.5 1.3 -0.795
H 1.0006 -3.5866 1.5335 -0.2 0.5 -0.3 0.292
H 1.0733 -2.0225 2.4254 0.1 -0.1 0.0 0.220
H -0.2992 -3.1166 2.6185 -0.2 0.3 -0.4 0.293
C 0.2848 1.1945 3.7096 1.5 -0.4 -0.5 -1.005
Si -0.8579 0.3796 2.3070 -3.1 2.2 6.6 1.306
C -2.0172 -0.8308 3.3062 0.9 -1.2 -1.0 -1.034
C -2.1737 1.7240 1.9357 0.5 0.2 -2.1 -1.031
H 0.9064 0.4139 4.1696 -0.2 0.0 -0.2 0.278
H -0.3452 1.6195 4.5092 -0.7 -0.4 -0.5 0.328
H 0.9904 2.0073 3.4839 -0.2 -0.2 -0.5 0.271
H -2.5683 -0.2294 4.0456 0.4 0.4 -0.2 0.321
H -2.7837 -1.3617 2.7233 0.3 0.2 0.0 0.278
H -1.4187 -1.5839 3.8266 -0.2 0.1 0.1 0.266
H -2.7431 1.9719 2.8417 0.4 -0.5 0.2 0.338
H -1.6728 2.6220 1.5618 -0.4 0.0 0.1 0.222
H -2.8706 1.3499 1.1748 -0.1 0.4 0.2 0.265
```
Positions in Å, forces in eV/Å.



# 3
Below is C3H7N3O2 in the gas phase, with properties calculated with ωB97M-V/def2-TZVPD.

LUMO energy   0.813 eV
ΔE to the lowest compared entry with this formula, charge and spin   144.6 kcal per mole
Frontier orbital gap   9.063 eV
SMILES   COC(/C=N/N)=N\O

```
15
Properties=species:S:1:pos:R:3:forces:R:3:nbo_charge:R:1
C -0.3085 -1.5080 2.1403 0.2 1.7 -1.3 -0.259
O -0.1473 -0.0499 1.6407 1.1 -1.4 -0.9 -0.525
C -0.1070 0.0025 0.2778 -3.1 -1.8 1.1 0.408
C 0.7630 0.8589 -0.4028 4.6 3.1 -0.7 -0.067
N 0.6987 1.1982 -1.6333 -0.1 0.8 -0.7 -0.144
N 1.6928 1.9995 -2.1430 -0.3 -1.4 1.6 -0.641
N -0.9404 -0.6525 -0.4458 0.8 -0.4 -0.3 -0.178
O -1.6847 -1.5585 0.3160 -0.4 1.2 -0.1 -0.593
H -0.0864 -2.2358 1.2925 -0.2 1.0 1.6 0.209
H 0.4876 -1.5289 2.8640 -0.4 -0.3 0.8 0.188
H -1.3995 -1.4393 2.3744 1.5 -1.1 0.7 0.229
H 1.7240 1.2577 0.1131 -1.7 -0.8 0.0 0.144
H 1.5252 2.4673 -3.0112 -0.2 -0.1 0.1 0.392
H 2.4329 2.2827 -1.4934 -0.4 0.2 -0.6 0.352
H -2.2699 -1.8734 -0.3310 -1.4 -0.8 -1.4 0.484
```
Positions in Å, forces in eV/Å.



# 4
Below is a molecular structure, C2H3NS4, with properties calculated with ωB97M-V/def2-TZVPD.

LUMO energy   -0.098 eV
ΔE to the lowest compared entry with this formula, charge and spin   27.0 kcal per mole
Frontier orbital gap   8.283 eV

```
10
Properties=species:S:1:pos:R:3:forces:R:3:nbo_charge:R:1
C 0.3934 -0.0998 1.1444 -0.2 0.0 -3.4 0.020
C -0.4019 -0.1268 -0.1468 -0.1 1.8 -0.8 -0.425
N 1.6408 -0.0745 1.1361 -1.0 0.0 2.9 -0.565
S 0.7625 -0.1827 -1.5934 0.0 0.4 1.5 0.058
S 2.3882 -0.0241 -0.2014 2.9 0.2 -3.8 0.466
S -1.4694 -1.5849 -0.2157 0.5 0.1 -2.2 0.020
S -1.5569 1.5012 -0.2880 1.6 -0.9 0.4 -0.068
H -0.1791 -0.1866 1.9555 -1.9 -0.1 3.6 0.196
H -1.0258 -1.6778 -1.5864 -1.2 -0.6 1.9 0.162
H -0.5519 2.4558 -0.2043 -0.6 -0.9 -0.1 0.136
```
Positions in Å, forces in eV/Å.



# 5
Below is a molecular structure, C4H10O2Sn, with properties calculated with ωB97M-V/def2-TZVPD.

LUMO energy (spin up / spin down)   -0.229 / -0.204 eV
Frontier orbital gap (spin up / spin down)   6.009 / 6.125 eV

```
17
Properties=species:S:1:pos:R:3:forces:R:3:nbo_charge:R:1
O 1.5817 1.8273 2.0369 2.9 5.7 -1.6 -0.818
C 1.4701 0.5822 2.1510 -2.0 -1.6 0.8 0.070
C -0.0082 0.4285 2.1293 -0.7 -7.3 -1.1 -0.162
O -0.6112 1.1920 1.1402 0.1 1.6 -0.8 -0.615
C -2.0162 1.1038 1.0215 0.0 0.2 -0.1 -0.242
Sn 0.7748 2.7663 0.1666 0.5 -0.5 1.3 0.703
H 2.0236 0.0509 2.9434 0.0 0.0 -0.4 0.149
H 1.3663 -0.5471 0.4180 -2.3 -2.7 -1.2 0.226
H -0.4628 0.5027 3.1306 -0.2 0.2 -0.4 0.190
H -0.1051 -0.7255 1.5763 -0.6 2.7 2.8 0.187
H -2.2955 1.6890 0.1370 0.0 -0.2 0.2 0.194
H -2.2995 0.0534 0.8579 -0.1 0.3 0.4 0.196
H -2.4567 1.5893 1.9046 -0.2 -0.5 -0.2 0.192
C 0.6527 -1.3845 -0.2528 2.2 1.7 -0.3 -0.914
H -0.2560 -1.9235 0.0445 0.4 0.5 0.8 0.217
H 0.3480 -0.7750 -1.1129 0.2 -0.2 -0.1 0.209
H 1.3631 -2.1436 -0.5999 -0.1 0.2 -0.1 0.217
```
Positions in Å, forces in eV/Å.



# 6
Below is a gas-phase ion, C8H15N2 (charge +1), with properties calculated with ωB97M-V/def2-TZVPD.

LUMO energy   -5.163 eV
ΔE to the lowest compared entry with this formula, charge and spin   116.6 kcal per mole
Frontier orbital gap   8.559 eV
SMILES   CC[C@H]1C[C@@H]1CC=[N+]=NC
Charge   +1

```
25
Properties=species:S:1:pos:R:3:forces:R:3:nbo_charge:R:1
C -0.7083 2.4259 0.4172 -3.9 1.9 0.0 -0.625
C -1.5239 1.2098 -0.2160 1.0 -0.1 2.6 -0.401
C -1.2599 -0.1819 0.4438 -0.4 -0.5 -2.9 -0.226
C -2.1987 -1.2723 -0.0217 -2.6 -0.5 -0.7 -0.418
C -0.8169 -1.2799 -0.5136 1.9 -2.0 0.6 -0.261
C 0.1246 -2.4191 -0.0404 -0.7 0.3 -2.2 -0.468
C 1.4005 -2.0194 0.5895 0.2 -0.3 -0.5 0.146
N 2.0132 -0.9344 0.4731 -1.0 0.1 -0.4 0.070
N 2.3285 0.1992 0.5385 -0.7 0.2 0.8 0.087
C 3.0435 0.8686 -0.4835 0.9 2.9 0.3 -0.496
H 0.3667 2.4739 0.2606 -0.1 -0.1 -0.1 0.193
H -0.9736 2.5398 1.5322 0.7 -0.4 -1.6 0.224
H -1.2822 3.4136 -0.0598 2.0 -2.3 1.1 0.232
H -1.2501 1.1272 -1.2739 -0.7 0.1 0.2 0.212
H -2.6085 1.2963 0.0377 0.8 0.8 -1.0 0.233
H -0.8488 -0.4316 1.3782 0.3 0.8 1.5 0.216
H -2.7297 -2.0361 0.6466 1.4 1.1 -0.8 0.241
H -2.8735 -1.0331 -0.8922 0.4 0.2 1.3 0.234
H -0.6355 -1.1399 -1.5579 -0.3 0.8 -0.5 0.225
H 0.4538 -3.1017 -0.9377 -0.5 1.3 1.4 0.277
H -0.4591 -3.1073 0.5420 0.2 -0.3 0.9 0.272
H 1.9874 -2.8097 0.9508 1.0 -1.0 0.8 0.255
H 4.0959 0.7623 -0.2361 0.3 0.5 0.5 0.274
H 2.7299 1.9713 -0.5356 0.6 -1.6 0.7 0.267
H 3.0216 0.5342 -1.4618 -0.8 -1.5 -1.9 0.234
```
Positions in Å, forces in eV/Å.



no.,largest force on an atom (eV/A)
1,8.27
2,7.57
3,5.61
4,4.78
5,7.45
6,4.33